A gas-phase ion, C5H6IN2 (charge +1) at a distorted geometry. Source: OMol25; level of theory: ωB97M-V/def2-TZVPD.

Summary:
multiplicity = 1
net charge = +1
frontier orbital gap = 8.011 eV
total energy = -600.9133 Ha
energy relative to the best compared isomer or geometry (same formula, charge and spin) = 0.9082 eV
highest occupied orbital energy = -0.4722 hartree

```
14
Properties=species:S:1:pos:R:3:nbo_charge:R:1
C -1.00 -1.33 -0.85 -0.1626
C -1.07 -0.77 0.41 -0.1733
C -0.20 -0.83 -1.97 -0.3441
C -0.15 0.25 0.80 0.0054
C 0.87 -0.08 -1.90 0.0496
N 0.82 0.68 0.09 -0.0979
N 1.86 1.43 0.43 -0.6195
I 2.58 0.80 -2.61 0.4969
H -1.58 -2.17 -1.12 0.2420
H -1.75 -1.21 1.07 0.2519
H -0.36 -1.29 -3.02 0.3110
H -0.36 0.55 1.85 0.2209
H 2.52 1.64 -0.45 0.3931
H 2.02 1.77 1.39 0.4265
```


A single C3H6N2O2 molecule at a distorted geometry. Source: OMol25; level of theory: ωB97M-V/def2-TZVPD.

Summary:
multiplicity = 1
structure (SMILES) = N/C=N\C(O)=C\O
frontier orbital gap (spin up / spin down) = 7.510 / 7.509 eV
total energy = -377.8161 Ha
energy relative to the best compared isomer or geometry (same formula, charge and spin) = 3.8984 eV
highest occupied orbital energy (spin up / spin down) = -0.2509 / -0.2508 hartree

```
13
Properties=species:S:1:pos:R:3:nbo_charge:R:1
C -0.25 0.72 0.69 0.3831
N 0.53 -0.49 -1.82 -0.7795
C -0.06 -0.60 1.06 -0.0774
C 1.17 0.25 -0.85 0.3290
O -1.37 1.40 1.07 -0.6943
O -1.06 -1.38 1.60 -0.6908
N 0.60 1.27 -0.18 -0.5893
H -1.35 2.26 0.64 0.4935
H -1.90 -0.94 1.47 0.4789
H 1.02 -1.26 -2.24 0.3936
H -0.48 -0.55 -1.73 0.3934
H 0.91 -0.98 1.31 0.1921
H 2.24 0.31 -1.02 0.1678
```


energy relative to the best compared isomer or geometry (same formula, charge and spin) of number 2 (C3H6N2O2)?
3.8984 eV


Number 1 is which compound?
C5H6IN2